(1)
Here is 2 unconnected molecules or ions with the total composition C25H27N3O3 at a distorted geometry from OMol25. Energies are from ωB97M-V with the def2-TZVPD basis set.

The energy relative to the best compared isomer or geometry (same formula, charge and spin) is 191.2 kcal/mol. Its net charge is 0. As for the HOMO-LUMO gap: 4.99 eV.

Each line ends with the Mulliken charge.
Cartesian coordinates (Å):
C: 1.839 -4.787 -4.300  -0.886
N: 2.224 -5.266 -2.991  0.064
C: 3.432 -6.069 -2.962  -1.047
C: 1.671 -4.752 -1.849  1.303
C: 0.296 -4.389 -1.823  -0.784
C: -0.265 -3.883 -0.678  -0.822
C: 0.508 -3.573 0.473  -0.483
C: -0.177 -3.023 1.588  -0.248
C: 0.413 -2.248 2.611  0.832
C: -0.287 -2.081 3.840  -0.803
C: 0.227 -1.336 4.865  -0.366
C: 1.503 -0.731 4.742  -0.149
N: 2.039 -0.021 5.820  0.210
C: 3.060 -0.604 6.670  -0.913
C: 1.856 1.410 5.952  -0.914
C: 2.202 -0.856 3.516  -0.397
C: 1.659 -1.569 2.465  -0.864
C: 1.901 -3.906 0.426  -0.733
C: 2.443 -4.555 -0.670  -0.417
H: 0.792 -4.471 -4.308  0.292
H: 2.459 -3.929 -4.614  0.297
H: 1.988 -5.593 -5.026  0.305
H: 3.358 -6.846 -2.188  0.364
H: 3.537 -6.544 -3.943  0.300
H: 4.329 -5.461 -2.762  0.345
H: -0.327 -4.547 -2.705  0.291
H: -1.325 -3.655 -0.664  0.341
H: -1.186 -3.394 1.768  0.943
H: -1.260 -2.557 3.946  0.262
H: -0.329 -1.186 5.792  0.446
H: 2.818 -1.658 6.867  0.273
H: 4.057 -0.554 6.204  0.299
H: 3.081 -0.049 7.616  0.323
H: 0.853 1.691 5.605  0.293
H: 1.970 1.678 7.009  0.330
H: 2.602 1.973 5.367  0.287
H: 3.174 -0.365 3.413  0.441
H: 2.178 -1.612 1.507  0.798
H: 2.534 -3.682 1.282  0.604
H: 3.489 -4.873 -0.654  0.378
C: -2.624 -1.310 0.705  -1.048
C: -2.589 -0.153 1.567  0.499
O: -2.087 -0.244 2.704  -0.645
C: -3.199 1.125 1.085  0.539
C: -4.369 1.136 0.312  -0.113
C: -4.989 2.343 -0.020  -0.646
C: -4.432 3.555 0.412  -0.392
C: -3.263 3.552 1.185  -0.512
C: -2.660 2.341 1.535  -0.509
N: -2.636 -1.191 -0.661  0.972
O: -2.637 -2.224 -1.402  -0.797
O: -2.639 -0.044 -1.194  -0.625
H: -2.610 -2.313 1.114  0.711
H: -4.819 0.196 0.000  0.333
H: -5.895 2.322 -0.627  0.362
H: -4.917 4.499 0.157  0.356
H: -2.816 4.489 1.524  0.350
H: -1.756 2.311 2.150  0.368



(2)
Here is a molecular structure, C25H28As2ClMoN3O6 from OMol25. Energies are from ωB97M-V with the def2-TZVPD basis set.

Its spin multiplicity is 3. The energy relative to the best compared isomer or geometry (same formula, charge and spin) is 0.0 kcal/mol. Its net charge is 0. As for the HOMO-LUMO gap (alpha / beta): 7.85 / 7.42 eV. The expectation value of S² is 2.02.

Each line ends with the Mulliken charge.
Cartesian coordinates (Å):
Mo: -0.411 -0.454 -0.061  -0.160
C: 0.580 -4.796 1.226  -0.556
O: -0.707 -4.695 1.847  -0.481
C: -1.720 -4.377 0.991  0.041
C: -2.798 -5.225 0.880  -0.393
C: -3.852 -4.947 0.002  -0.807
C: -3.783 -3.830 -0.794  -0.849
C: -2.707 -2.936 -0.673  0.468
C: -2.579 -1.883 -1.650  -0.408
N: -1.661 -0.989 -1.671  0.588
N: -1.597 -0.241 -2.868  -1.143
C: -0.589 0.555 -2.773  0.373
O: 0.193 0.621 -1.719  -0.431
C: -0.245 1.456 -3.899  0.313
C: -1.238 1.950 -4.739  -0.514
C: -0.902 2.815 -5.770  -0.634
C: 0.423 3.182 -5.967  -0.396
C: 1.415 2.685 -5.131  -0.695
C: 1.082 1.828 -4.091  -0.046
C: -1.703 -3.170 0.273  0.984
O: -0.724 -2.315 0.524  0.245
H: 1.249 -5.201 1.981  0.284
H: 0.939 -3.832 0.873  0.022
H: 0.533 -5.485 0.380  0.302
H: -2.794 -6.126 1.482  0.474
H: -4.692 -5.625 -0.069  0.401
H: -4.554 -3.623 -1.528  0.400
H: -3.256 -1.884 -2.500  0.374
H: -2.264 1.647 -4.577  0.413
H: -1.675 3.203 -6.421  0.387
H: 0.683 3.857 -6.774  0.386
H: 2.450 2.965 -5.289  0.401
H: 1.843 1.441 -3.426  0.436
C: -1.596 3.039 1.500  -1.341
As: -0.163 2.117 0.594  1.591
C: 0.279 3.372 -0.791  -1.452
C: 1.241 2.390 1.912  -0.089
C: 1.787 3.647 2.145  -0.594
C: 2.774 3.808 3.107  -0.785
C: 3.211 2.715 3.844  -0.741
C: 2.656 1.463 3.623  -0.937
C: 1.672 1.299 2.656  0.287
As: 0.852 -0.410 2.277  1.428
C: 2.226 -1.692 2.669  -1.355
C: -0.309 -0.616 3.805  -1.179
H: -1.211 4.005 1.824  0.465
H: -1.925 2.452 2.350  0.359
H: -2.435 3.170 0.820  0.417
H: 0.213 4.380 -0.389  0.576
H: -0.425 3.254 -1.610  0.424
H: 1.280 3.160 -1.155  0.365
H: 1.455 4.506 1.576  0.344
H: 3.207 4.786 3.278  0.394
H: 3.988 2.836 4.588  0.406
H: 3.006 0.618 4.203  0.328
H: 3.049 -1.590 1.966  0.335
H: 1.794 -2.686 2.586  0.303
H: 2.571 -1.531 3.686  0.566
H: 0.280 -0.537 4.716  0.462
H: -0.796 -1.588 3.749  0.395
H: -1.073 0.155 3.775  0.288
Cl: -2.487 -0.011 1.117  -0.361
O: 2.488 0.366 -0.103  -0.488
N: 2.525 -0.759 -0.615  0.951
O: 3.517 -1.255 -1.089  -0.719
O: 1.409 -1.433 -0.685  -0.421